No. 1
Entry from the OMol25 dataset: C31H33CoN3PS3 as an isolated structure (ωB97M-V/def2-TZVPD).

```
72
Properties=species:S:1:pos:R:3:forces:R:3
Co -0.29013 -0.73289 -1.14257 0.164 -0.642 0.056
C 1.03560 -1.03135 -3.60461 0.028 -0.028 -0.046
C 2.13607 -1.28992 -2.60088 0.103 0.068 -0.024
N 1.71178 -0.76558 -1.27153 0.043 0.211 0.030
C 2.32279 -1.51129 -0.15428 0.099 -0.001 0.062
C 1.67035 -2.87784 0.03228 0.076 -0.074 0.083
S -0.08449 -2.87466 -0.45716 -0.171 0.078 0.031
C -0.03793 -3.69698 -2.08642 -0.026 -0.180 -0.026
C -0.68909 -2.81324 -3.12757 0.033 -0.057 -0.112
N -0.26758 -1.39887 -3.00537 0.005 -0.015 -0.254
H 0.98901 0.03518 -3.82539 -0.004 -0.019 -0.030
H 1.21077 -1.55641 -4.54680 0.004 -0.043 0.067
H 2.35378 -2.35090 -2.49115 -0.069 0.006 -0.022
H 3.06438 -0.81474 -2.92594 -0.010 -0.015 0.061
H 2.01607 0.20218 -1.18696 0.027 -0.079 -0.025
H 3.40115 -1.62644 -0.30268 -0.046 -0.016 -0.043
H 2.18059 -0.91294 0.74284 0.066 -0.057 -0.155
H 2.15154 -3.67783 -0.52852 0.025 0.053 -0.038
H 1.70405 -3.15702 1.08507 -0.010 -0.026 -0.018
H 0.99259 -3.95987 -2.31405 -0.003 0.054 -0.036
H -0.59592 -4.62863 -1.99648 0.031 0.005 0.013
H -0.48304 -3.19200 -4.13306 0.018 0.016 0.044
H -1.76888 -2.82183 -2.98622 0.000 0.019 -0.007
H -0.98379 -0.85022 -3.47569 -0.003 -0.039 0.016
S -2.54701 -0.56743 -1.40961 -0.138 0.013 -0.031
C -1.95803 0.94330 -1.96106 0.026 -0.050 0.085
N -0.64144 0.99458 -1.97457 -0.009 0.816 0.140
C -0.16996 2.22885 -2.46680 -0.222 -0.465 0.142
C 1.14950 2.60318 -2.70420 -0.049 0.040 0.004
C 1.39576 3.86275 -3.21698 -0.058 0.010 0.018
C 0.34517 4.74046 -3.49916 0.035 -0.020 -0.014
C -0.96847 4.36807 -3.28947 0.003 -0.051 0.008
C -1.21664 3.10010 -2.77451 -0.030 0.095 -0.027
S -2.77343 2.36165 -2.45936 0.111 0.073 -0.077
H 1.97059 1.92782 -2.49970 0.058 0.001 -0.006
H 2.41324 4.17230 -3.40738 0.034 0.010 -0.013
H 0.56190 5.71891 -3.90251 0.009 0.024 -0.003
H -1.78022 5.04011 -3.52905 -0.019 0.022 0.000
C 1.20071 -3.30766 4.10349 0.009 -0.003 0.012
C 1.95406 -2.18855 3.77645 -0.019 0.002 -0.041
C 1.44022 -1.23247 2.91494 -0.080 0.090 0.079
C 0.16324 -1.37363 2.35931 -0.013 -0.059 -0.014
C -0.58424 -2.50076 2.70638 0.046 0.016 0.008
C -0.06977 -3.45709 3.57077 -0.017 0.008 -0.017
P -0.48638 -0.12396 1.17235 -0.045 0.050 -0.064
C -2.20846 0.16634 1.68561 0.023 0.191 0.112
C -2.57754 1.40543 2.20723 -0.051 -0.039 -0.058
C -3.88023 1.62549 2.63946 0.024 -0.002 -0.025
C -4.82286 0.61673 2.55468 -0.005 -0.021 -0.009
C -4.47028 -0.61677 2.01836 0.011 0.054 -0.009
C -3.17987 -0.83295 1.57508 0.062 -0.070 0.103
C 0.43805 1.35744 1.64095 -0.030 0.011 0.188
C 0.46504 1.75563 2.98463 -0.014 0.035 -0.032
C 1.14932 2.89746 3.35887 0.005 -0.037 -0.041
C 1.82185 3.65423 2.40379 -0.008 -0.007 0.004
C 1.80876 3.26328 1.07609 0.012 0.001 -0.038
C 1.11876 2.11682 0.70259 0.075 -0.004 0.037
H 1.59559 -4.04882 4.78409 0.014 -0.023 0.009
H 2.93934 -2.05269 4.20047 0.016 0.018 0.017
H 2.03794 -0.35639 2.70196 0.002 0.043 0.032
H -1.58017 -2.64548 2.32299 -0.073 0.006 -0.013
H -0.67253 -4.31495 3.83516 -0.012 -0.012 0.001
H -1.86194 2.21027 2.28060 -0.002 0.023 -0.008
H -4.14983 2.59012 3.04664 -0.003 0.016 -0.006
H -5.83495 0.78993 2.89306 -0.014 -0.005 0.018
H -5.20838 -1.40175 1.93024 -0.003 -0.021 0.004
H -2.94282 -1.78693 1.12253 0.001 -0.018 -0.008
H -0.06192 1.18138 3.73519 0.000 -0.053 0.024
H 1.15823 3.20091 4.39635 0.001 0.006 0.021
H 2.35342 4.54716 2.70162 0.013 0.022 0.000
H 2.32390 3.84968 0.32657 0.010 -0.002 0.004
H 1.10308 1.82196 -0.33103 -0.064 0.046 -0.142
```
Forces are in eV/Å.

E_tot ... -116563.3134 eV
E_LUMO (alpha / beta) ... -6.08 / -6.08 eV
Molar mass ... 633.73 g mol⁻¹
Total charge ... +2
ΔE to the lowest compared entry with this formula, charge and spin ... 0.0 kJ/mol



No. 2
Entry from the OMol25 dataset: C31H33F2IrN5O2S2 as an isolated structure (ωB97M-V/def2-TZVPD).

```
76
Properties=species:S:1:pos:R:3:forces:R:3
Ir 0.81298 -0.00890 -0.66010 -0.254 0.425 -0.033
C -2.61255 -4.54760 0.80132 -0.019 0.009 0.029
C -2.82379 -3.74124 -0.47469 0.127 0.009 0.131
N -1.61399 -3.60743 -1.25460 0.027 0.188 -0.126
C -0.73214 -2.56005 -1.21741 0.017 0.155 -0.036
S -1.19883 -1.11364 -0.28553 0.001 -0.475 -0.067
N 0.36545 -2.69949 -1.90657 0.054 0.113 -0.029
N 1.19472 -1.59829 -1.87596 0.028 -0.208 0.029
C 2.35956 -1.56099 -2.53132 -0.256 -0.029 0.032
C 2.82934 -2.68900 -3.40173 -0.041 0.021 0.045
C 3.10721 -0.37195 -2.37191 -0.113 0.215 0.204
C 4.35586 -0.13783 -3.00355 0.020 0.035 0.004
C 5.01615 1.04091 -2.82516 -0.088 0.113 0.114
C 4.44687 2.04669 -1.99619 0.097 -0.085 -0.130
C 3.24883 1.78471 -1.38821 -0.079 -0.035 0.009
N 2.57697 0.63307 -1.54148 0.363 -0.543 -0.100
H -3.54212 -4.62926 1.36895 0.004 -0.003 0.004
H -1.86589 -4.05673 1.42742 -0.008 0.000 0.000
H -2.26368 -5.55667 0.57257 -0.004 0.009 -0.003
H -3.17657 -2.74229 -0.22216 -0.016 0.022 -0.038
H -3.59514 -4.20211 -1.09705 0.040 -0.013 -0.011
H -1.28681 -4.40610 -1.77158 0.028 -0.017 -0.011
H 2.05746 -3.45137 -3.45502 -0.013 0.000 0.000
H 3.73711 -3.14791 -3.00182 -0.005 0.009 0.008
H 3.05553 -2.34222 -4.41217 -0.016 -0.001 -0.001
H 4.77482 -0.91574 -3.62685 0.016 0.008 -0.012
H 5.96900 1.21028 -3.30974 -0.006 -0.001 -0.002
H 4.93525 2.99702 -1.84075 0.001 -0.001 0.009
H 2.77625 2.51361 -0.73805 0.014 -0.022 -0.010
F 0.68164 3.61289 3.41975 0.002 -0.010 -0.022
C 0.44058 3.34486 2.11631 -0.019 0.003 0.056
C 0.66686 2.07143 1.64576 0.005 -0.043 0.022
C 0.40664 1.75277 0.31078 -0.069 0.118 0.069
C -0.15019 2.76956 -0.51066 0.015 -0.003 -0.027
C -0.35211 4.03706 0.02809 0.006 -0.008 -0.005
F -0.86427 5.03422 -0.73249 -0.001 0.007 0.005
C -0.05488 4.36548 1.33196 -0.003 0.008 -0.008
C -0.49626 2.38785 -1.89086 -0.026 0.021 -0.027
C -1.11997 3.19224 -2.84691 0.003 -0.002 -0.004
C -1.40772 2.67017 -4.09378 -0.011 0.035 0.000
C -1.08251 1.35537 -4.38553 0.005 -0.025 -0.002
C -0.47028 0.60973 -3.39969 -0.001 -0.005 0.001
N -0.18480 1.11453 -2.20055 0.058 -0.025 -0.037
H 1.01121 1.32459 2.34973 0.007 0.006 -0.008
H -0.22641 5.35982 1.71653 -0.001 -0.002 -0.004
H -1.37649 4.21049 -2.61361 -0.003 0.003 -0.003
H -1.89023 3.29264 -4.83649 0.001 0.002 0.004
H -1.29833 0.91362 -5.34752 0.004 -0.005 0.002
H -0.19194 -0.42600 -3.54830 -0.004 0.003 -0.010
C -2.74603 -1.46184 4.72100 -0.009 -0.035 0.003
S -1.91582 -1.31516 3.12801 -0.013 0.027 -0.002
O -0.47427 -1.12358 3.46100 0.100 0.031 0.066
C -2.59290 0.28726 2.70468 -0.010 -0.004 -0.063
C -3.53297 0.36202 1.68916 -0.011 -0.006 0.009
C -4.04680 1.60038 1.32821 0.005 -0.006 0.001
C -3.61071 2.74532 1.97835 -0.001 0.007 0.005
C -2.66133 2.65952 2.98990 -0.007 0.004 -0.012
C -2.14262 1.42764 3.35216 0.033 -0.001 0.018
H -2.44527 -0.63161 5.35799 0.009 0.014 -0.005
H -2.42926 -2.40794 5.15770 -0.010 0.006 0.002
H -3.82485 -1.45893 4.56542 0.012 -0.002 -0.002
H -3.83551 -0.53627 1.16519 0.000 0.010 0.011
H -4.77151 1.67054 0.52757 0.001 0.000 0.001
H -4.00018 3.71278 1.68750 -0.001 -0.003 0.000
H -2.30959 3.55680 3.48230 0.001 0.000 0.005
H -1.36860 1.35010 4.10680 -0.003 -0.013 -0.001
C 1.92669 -2.78451 2.26247 0.040 -0.011 -0.018
O 1.34934 -2.08967 1.14400 -0.027 -0.097 0.060
C 1.71159 -0.89163 0.79967 -0.004 0.108 -0.090
C 2.91347 -0.31917 1.48155 0.047 -0.011 -0.049
H 1.48336 -3.77477 2.23733 0.005 -0.009 -0.016
H 1.64543 -2.28409 3.18620 -0.010 0.027 -0.019
H 3.00792 -2.85773 2.15455 0.000 -0.013 0.006
H 2.94019 -0.49339 2.55667 -0.038 -0.005 0.023
H 2.99963 0.74100 1.27133 -0.001 0.013 0.002
H 3.78222 -0.81586 1.03008 0.007 -0.006 0.055
```
Forces are in eV/Å.

E_tot ... -74172.6869 eV
E_LUMO (alpha / beta) ... 0.47 / 0.44 eV
Molar mass ... 801.99 g mol⁻¹
Total charge ... 0
ΔE to the lowest compared entry with this formula, charge and spin ... 0.0 kJ/mol
2S+1 ... 2



No. 3
Entry from the OMol25 dataset: C31H33F7N2O22S as an isolated structure (ωB97M-V/def2-TZVPD).

```
96
Properties=species:S:1:pos:R:3:forces:R:3
O 1.57168 -0.48978 2.76538 0.136 0.032 -0.110
C 2.88863 -0.50468 2.20782 0.574 0.260 -0.464
C 2.91477 -1.08930 0.78684 -0.791 -0.975 0.527
C 1.97462 -0.40998 -0.24369 0.652 0.472 -0.225
C 1.71480 1.11655 -0.07146 0.082 0.209 -0.588
C 2.70062 2.04070 -0.80320 -0.251 0.300 -0.158
C 2.19486 3.02056 -1.62136 -0.091 0.424 -0.219
C 3.00705 3.94657 -2.39405 0.312 -0.791 0.579
C 4.36523 3.85786 -2.32571 0.286 0.472 -0.359
C 4.98823 2.89059 -1.47043 -0.885 0.308 -0.333
N 6.31298 2.74005 -1.31125 -1.152 -1.190 0.853
S 6.41608 1.49717 -0.24945 0.152 0.200 0.075
N 4.86385 1.14125 0.06060 0.459 0.847 -0.876
C 4.14099 1.98455 -0.70575 0.365 -0.034 0.075
H 1.40044 0.40007 3.09339 -0.151 -0.220 -0.020
H 3.54329 -1.11935 2.85659 -0.190 0.309 -0.231
H 3.30060 0.52328 2.16354 -0.132 -0.465 0.199
H 2.57066 -2.13823 0.88135 0.117 0.459 -0.056
H 3.96348 -1.17606 0.45460 -0.460 0.389 0.075
H 2.44326 -0.54156 -1.23970 -0.352 -0.008 0.361
H 0.99932 -0.92074 -0.30845 0.454 0.149 0.312
H 1.61173 1.46125 0.97035 0.097 -0.388 -0.244
H 0.73675 1.31895 -0.54782 0.413 0.002 0.318
H 1.10570 3.12141 -1.70001 0.551 -0.161 -0.025
H 2.55135 4.69529 -3.04760 -0.009 -0.362 0.332
H 4.99869 4.52092 -2.92409 -0.179 -0.261 0.290
C 4.47500 -5.11119 0.62231 -0.042 -0.022 0.752
C 5.40410 -4.94860 -0.54885 0.019 -0.508 -0.206
O 4.51266 -4.77999 -1.63114 -0.029 0.437 0.397
C 3.38763 -4.20352 -1.11130 -0.593 0.144 -0.138
O 2.54514 -3.68016 -1.75987 0.052 -0.103 0.020
O 3.36210 -4.30049 0.24434 0.402 -0.197 -0.508
F 6.13951 -6.07049 -0.75761 0.102 0.061 -0.047
H 4.14130 -6.14153 0.75429 0.114 -0.033 -0.198
H 4.91588 -4.76252 1.55451 -0.177 0.188 -0.025
H 6.06920 -4.08463 -0.48262 0.115 -0.110 -0.056
C -0.83970 0.64926 5.87175 0.156 -0.755 0.237
C -2.01917 1.57783 5.95566 0.097 0.343 0.378
O -1.62081 2.65949 5.13057 -0.007 -0.565 -0.321
C -0.78086 2.13127 4.19127 0.182 0.277 -0.362
O -0.46464 2.67736 3.18840 0.081 -0.035 0.121
O -0.35639 0.89085 4.55296 -0.271 0.443 0.018
F -2.20240 2.03199 7.21912 -0.102 0.046 -0.041
H -0.06184 0.89499 6.59704 -0.146 0.182 0.060
H -1.12003 -0.39425 5.99840 0.049 0.003 -0.160
H -2.95410 1.15674 5.58046 -0.043 0.051 0.120
C -1.56206 -4.00034 3.74544 0.117 -0.525 -0.671
C -1.48516 -2.61213 4.30077 -0.288 0.258 -0.106
O -1.67058 -2.81648 5.69048 0.441 -0.277 -0.171
C -1.18224 -4.07188 5.95502 0.032 -0.457 0.327
O -0.93081 -4.47357 7.04035 -0.086 0.101 -0.048
O -1.02140 -4.78660 4.81160 -0.121 0.581 0.312
F -2.50254 -1.84027 3.83242 0.010 0.194 0.113
H -2.58826 -4.31510 3.54573 -0.041 0.187 0.046
H -0.97642 -4.11909 2.83642 0.110 -0.137 0.132
H -0.53033 -2.10831 4.12715 -0.125 0.168 -0.109
C -5.56174 -1.25417 0.73551 -0.551 0.163 -0.075
C -4.17903 -1.15628 0.14872 0.380 0.366 0.352
O -3.51367 -2.26541 0.72646 -0.627 -0.206 -0.318
C -4.47909 -3.20491 0.95836 0.123 -0.529 0.227
O -4.26091 -4.34873 1.18446 0.042 0.188 0.096
O -5.72301 -2.66476 0.88911 0.381 0.119 -0.088
F -3.55690 -0.01967 0.54108 0.052 -0.018 -0.089
H -5.63360 -0.77060 1.71147 0.223 0.042 -0.031
H -6.32625 -0.84165 0.08049 -0.053 -0.224 -0.017
H -4.14371 -1.23525 -0.93985 0.107 0.112 0.017
C 1.45762 -9.34725 -1.85191 -0.398 -0.405 -0.144
C 2.91950 -9.11600 -1.57876 0.237 0.321 -0.477
O 2.91456 -7.89409 -0.86212 -0.402 -0.428 0.333
C 1.71279 -7.84597 -0.20418 -0.323 0.353 0.283
O 1.46658 -7.11207 0.69256 0.186 0.006 -0.133
O 0.84159 -8.75643 -0.70770 0.415 0.100 -0.019
F 3.61449 -8.94634 -2.72840 0.105 -0.043 0.068
H 1.11798 -8.83546 -2.75410 0.218 0.075 -0.010
H 1.20689 -10.40304 -1.92984 -0.103 0.048 0.201
H 3.39540 -9.89203 -0.97551 0.109 0.022 -0.097
C -2.25213 6.26643 -2.98713 -0.632 0.223 -0.066
C -0.89687 6.34660 -3.63134 0.290 0.335 0.266
O -0.21999 5.23360 -3.06910 -0.475 -0.176 -0.288
C -1.18074 4.30518 -2.78778 -0.027 -0.420 0.227
O -0.95851 3.16271 -2.55803 -0.111 0.123 0.005
O -2.42068 4.85650 -2.81197 0.454 0.053 -0.100
F -0.24557 7.48048 -3.27578 0.083 -0.033 -0.069
H -2.28092 6.75795 -2.01251 0.247 0.029 -0.032
H -3.03573 6.68182 -3.61429 -0.008 -0.255 0.008
H -0.90833 6.25861 -4.71910 0.071 0.132 0.015
C -6.08863 8.56714 -4.53193 -0.281 -0.221 0.556
C -6.33356 8.73618 -6.00742 -0.091 0.549 -0.099
O -5.02759 8.93675 -6.51910 -0.057 -0.548 0.324
C -4.18388 8.27224 -5.68247 0.534 0.026 -0.108
O -3.05882 7.99832 -5.93846 -0.061 0.016 0.111
O -4.79782 7.95154 -4.51111 -0.149 0.188 -0.420
F -7.07806 9.83750 -6.26089 -0.013 -0.053 -0.093
H -6.04478 9.52078 -4.00330 -0.027 0.093 -0.218
H -6.83241 7.93422 -4.05268 0.190 -0.149 0.012
H -6.78692 7.86961 -6.49302 -0.073 0.104 -0.066
```
Forces are in eV/Å.

E_tot ... -110565.3079 eV
E_LUMO ... -0.05 eV
Molar mass ... 950.65 g mol⁻¹
Total charge ... 0